DFT (wB97M-V/def2-TZVPD) results for a cluster of 2 separate species, CFNO3 in total.

Geometry (Å):
F  -0.996  -1.230  0.370
O  2.723  0.794  1.003
O  -2.735  -0.617  -0.876
O  0.990  0.576  -0.450
N  -1.848  -0.149  -0.354
C  1.865  0.626  0.307

## Properties
Charge: 0

DFT (wB97M-V/def2-TZVPD) results for a cluster of 2 separate species, C16H22BNO9P2 in total.

Geometry (Å):
P  -1.175  2.993  0.160
P  2.248  2.784  0.363
O  3.016  0.578  -1.689
O  1.214  4.537  2.886
O  -3.259  -1.409  -0.142
O  -3.118  -2.524  -2.263
O  -1.805  0.724  -2.096
O  -1.019  -5.340  -2.920
O  -0.436  4.469  -0.031
O  1.757  -4.393  -0.851
O  2.487  4.061  -0.349
N  -1.135  -4.335  -0.863
C  -0.304  -3.179  -0.985
C  1.918  0.443  -1.194
C  -1.268  -4.753  0.550
C  -0.923  -1.947  -1.136
C  1.183  -0.869  -1.143
C  -0.839  0.541  -1.384
C  1.831  -2.055  -1.035
C  -0.196  -0.799  -1.215
C  2.289  5.364  3.330
C  -2.714  3.161  -0.851
C  -0.065  -6.671  -1.225
C  1.784  6.487  4.216
C  1.179  1.589  -0.540
C  -0.755  -5.409  -1.738
C  -0.154  1.667  -0.615
C  1.067  -3.196  -0.961
B  -2.515  -1.943  -1.176
H  -3.252  2.217  -0.904
H  0.597  -7.091  -1.977
H  1.753  2.941  1.675
H  -4.032  -1.973  -0.028
H  1.260  6.082  5.083
H  -0.853  -7.401  -1.009
H  -1.565  -5.794  0.653
H  2.911  -2.082  -1.008
H  2.607  7.113  4.564
H  2.005  -4.662  -1.744
H  0.604  5.091  2.386
H  3.501  2.139  0.525
H  2.810  5.766  2.455
H  -0.354  -4.523  1.107
H  -3.321  3.998  -0.509
H  2.982  4.727  3.880
H  -2.062  -4.148  0.999
H  0.495  -6.517  -0.303
H  -1.113  5.103  -0.297
H  -3.942  -2.057  -2.445
H  1.073  7.115  3.674
H  -2.396  3.376  -1.879

## Properties
Charge: 0

DFT (wB97M-V/def2-TZVPD) results for an isolated molecule of C17H20N2O3S.

Geometry (Å):
S  -0.716  0.613  -3.081
O  -3.975  -1.179  0.064
O  3.188  -2.482  -1.169
O  3.720  -0.989  -2.761
N  -2.256  -0.428  -1.128
N  0.104  -0.362  -0.845
C  -2.231  3.026  4.819
C  4.256  -2.022  -3.593
C  -2.313  2.299  3.645
C  3.189  -1.360  -1.595
C  -0.978  -0.149  -1.505
C  -2.775  -1.069  -0.010
C  1.212  0.053  -1.516
C  0.051  2.349  5.075
C  -1.048  3.053  5.537
C  3.162  -2.691  -4.411
C  -1.829  -0.639  2.252
C  -1.813  -1.567  1.029
C  -1.216  1.591  3.171
C  -1.319  0.768  1.920
C  0.974  0.599  -2.736
C  2.560  -0.163  -0.900
C  -0.034  1.623  3.901
H  -0.342  0.687  1.441
H  -3.091  3.574  5.174
H  -1.195  -1.074  3.027
H  3.191  0.712  -1.050
H  2.628  -1.951  -5.003
H  -2.156  -2.555  1.341
H  -0.982  3.621  6.454
H  -2.007  1.245  1.218
H  4.763  -2.758  -2.961
H  3.603  -3.428  -5.077
H  0.977  2.366  5.632
H  -2.846  -0.574  2.643
H  2.458  -3.190  -3.750
H  -2.974  -0.136  -1.784
H  -3.238  2.281  3.086
H  4.982  -1.520  -4.237
H  -0.806  -1.633  0.623
H  0.826  1.075  3.543
H  1.680  0.990  -3.440
H  2.439  -0.385  0.158

## Properties
Charge: 0

DFT (wB97M-V/def2-TZVPD) results for an isolated molecule of C4H11NOS.

Geometry (Å):
S  -0.032  -2.958  0.244
O  -0.642  1.526  2.122
N  -0.649  0.966  -0.537
C  -0.625  -0.124  0.380
C  -0.150  0.249  1.705
C  0.362  1.067  -1.706
C  0.229  -1.296  -0.231
H  0.196  -1.333  -1.306
H  -0.352  -0.527  2.482
H  1.253  1.320  -1.292
H  0.343  0.245  -2.477
H  1.171  -3.552  -0.037
H  -1.552  1.302  -0.941
H  -0.045  2.023  -2.291
H  0.967  0.408  1.679
H  -0.060  2.142  1.673
H  1.219  -0.900  0.065
H  -1.632  -0.557  0.464

## Properties
Charge: 0

Values for maximum force, eV Å⁻¹, ordered as above
5.061, 2.029, 1.275, 5.602
Values for Kohn-Sham gap, eV, ordered as above
11.273, 7.170, 9.137, 9.703